ORCA calculation (ωB97M-V with the def2-TZVPD basis set) on one molecule with the formula C3H3N3O2 in a non-equilibrium geometry.

Properties
E_HOMO in eV: -9.7021
Molar mass in g/mol: 113.08
Structure (SMILES): C=Nn1oncc1=O

```
! wB97M-V def2-TZVPD RIJCOSX def2/J DEFGRID3
* xyz 0 1
C 0.05792 -1.90669 -1.22499
N 0.63427 -0.68371 -1.33949
N -0.05522 0.14191 -0.50236
O -1.14416 -0.25497 0.33194
N -1.09328 0.41317 1.44279
C -0.17619 1.42048 1.43053
C 0.40794 1.33703 0.01837
O 1.29238 2.09825 -0.47200
H 0.72735 -2.67361 -1.78906
H -0.75482 -1.85056 -0.29294
H 0.10380 1.95872 2.39721
*
```

Here are the Löwdin charges for atoms 1 to 2, given in e:
1. C 0.018
2. N 0.070